DFT (ωB97M-V/def2-TZVPD) results for C58H42Cl2F3N5O10SZr as an isolated structure at a distorted geometry.

Each line ends with the Mulliken charge.
CARTESIAN COORDINATES (ANGSTROEM)
Zr -19.43236 14.35084 7.06322  1.56
C -13.90125 6.08760 8.64505  -0.84
O -15.32685 6.01473 8.47013  -0.49
C -15.89666 7.27618 8.37384  0.75
C -17.22301 7.61454 8.71571  -1.09
C -17.74055 8.89302 8.49386  0.29
C -16.98876 10.01163 8.00432  0.17
C -15.77388 9.50098 7.54597  -0.33
C -15.16835 8.24805 7.71138  -0.54
C -17.36918 11.41501 7.59180  0.56
C -17.98801 11.56172 6.27047  -0.25
C -18.23680 10.70592 5.21023  -0.88
C -18.92450 11.38243 4.21504  -1.14
C -19.07358 12.64005 4.56290  0.22
N -18.45193 12.81690 5.83312  -0.14
C -19.92722 13.86183 4.31515  3.70
C -19.05788 15.18995 4.34914  -0.72
C -18.26833 15.80310 3.44592  -1.16
C -17.50645 16.83846 4.10664  -0.86
C -17.82918 16.70938 5.46696  0.19
C -17.59412 17.63518 6.70654  0.71
C -16.88619 18.96192 6.45607  -0.33
C -17.58330 20.15185 6.78656  -0.98
C -17.01013 21.38620 6.44454  -0.32
C -15.83856 21.44972 5.71647  0.78
O -15.24674 22.71459 5.35039  -0.47
C -16.20524 23.79440 5.40100  -0.80
C -15.14092 20.27641 5.30806  -0.71
C -15.65686 19.07957 5.77150  -0.47
C -18.32861 17.45313 7.89042  0.15
N -18.92874 16.13022 8.16174  0.13
C -19.09179 16.19758 9.54681  -0.01
C -19.21282 15.12901 10.38900  0.92
C -19.41342 15.26181 11.86320  -0.38
C -20.70987 15.24599 12.43757  -0.26
C -20.82638 15.44458 13.77989  -0.70
C -19.66846 15.70988 14.47789  0.57
O -19.65470 15.80123 15.87745  -0.51
C -20.36993 16.99772 16.24967  -0.74
C -18.37085 15.77618 13.98426  -0.92
C -18.23482 15.45598 12.64727  -0.15
C -18.74743 13.80700 10.06702  0.21
C -18.15135 12.79351 10.84043  -1.12
C -17.58184 11.89558 10.06358  -1.25
C -17.79546 12.24280 8.68704  -0.08
N -18.59062 13.39209 8.69323  -0.09
C -19.04049 17.60074 10.02144  -1.48
C -18.34767 18.28761 9.04405  -1.11
N -18.85752 15.71952 5.56891  -0.09
C -20.90807 13.83628 3.15855  -0.02
C -21.36508 15.18579 2.86528  -0.49
C -21.79771 15.55614 1.57454  -0.90
C -21.81585 14.54488 0.58604  0.88
O -22.24734 14.57159 -0.73030  -0.41
C -22.27138 15.89138 -1.28034  -0.86
C -21.58038 13.19786 0.98648  -0.97
C -20.90350 12.92540 2.20063  -0.40
H -13.41776 5.14948 9.01416  0.26
H -13.72441 6.85832 9.45832  0.36
H -13.37641 6.42916 7.80288  0.30
H -17.78884 6.84786 9.23976  0.43
H -18.79011 9.11214 8.74252  0.53
H -15.13031 10.23861 7.10998  0.39
H -14.13857 8.17733 7.41393  0.21
H -17.74456 9.77277 5.08842  0.54
H -19.55465 10.85363 3.43897  0.22
H -18.07905 15.34915 2.45298  0.41
H -17.01619 17.62477 3.60333  0.58
H -18.57016 20.12842 7.18809  0.76
H -17.65772 22.25638 6.73910  0.18
H -15.71072 24.70190 5.10988  0.25
H -16.46536 23.95578 6.43536  0.28
H -17.03431 23.52856 4.76028  0.37
H -14.30838 20.33123 4.65788  0.47
H -15.18104 18.16441 5.44482  0.52
H -21.53557 14.99987 11.77598  0.55
H -21.76388 15.26021 14.28537  0.43
H -21.33301 16.81702 16.71335  0.28
H -20.60372 17.54333 15.30531  0.34
H -19.71357 17.58793 16.89790  0.26
H -17.61211 16.08453 14.64911  0.48
H -17.25803 15.47899 12.16997  0.51
H -18.15536 12.78898 11.87013  0.81
H -17.10717 11.03505 10.50688  0.47
H -19.35839 17.92021 10.98787  0.63
H -18.06874 19.33806 8.99288  0.69
H -21.19883 15.93403 3.62870  0.48
H -22.03044 16.53501 1.23180  0.41
H -23.08292 16.49799 -0.85926  0.32
H -22.44623 15.83429 -2.34146  0.27
H -21.35943 16.44583 -1.10073  0.36
H -21.61337 12.46807 0.13467  0.28
H -20.40830 11.96329 2.19086  0.10
Cl -29.79001 18.15076 10.77365  -0.25
C -28.69061 19.26686 10.07253  0.34
C -28.88497 19.79178 8.70088  -0.48
C -28.04527 20.85582 8.21980  -0.05
Cl -28.04962 21.29580 6.52992  -0.27
C -26.92676 21.19589 9.13931  0.79
C -25.85243 21.98266 8.67594  -0.42
C -24.85361 22.42107 9.50483  -0.64
C -24.97837 21.98779 10.81148  -0.40
N -25.85720 21.07105 11.20604  -0.56
C -26.87115 20.66585 10.46015  0.25
C -27.73957 19.69177 10.97261  -0.06
O -27.72358 19.40934 12.20288  -0.82
H -29.51343 19.19063 7.99500  0.29
H -25.76642 22.22489 7.61998  0.29
H -23.96855 22.99328 9.32438  0.39
H -24.38187 22.19633 11.60213  0.53
O -28.87573 19.33375 14.58473  -0.72
H -29.72492 18.90976 14.66504  0.26
H -28.51134 19.26838 13.67032  0.53
O -20.70340 13.88450 5.59477  -1.05
F -22.83552 9.81192 9.01213  -0.26
C -22.04889 10.64025 9.76653  0.45
F -20.77741 10.52868 9.27934  -0.14
F -22.37305 11.85324 9.37705  -0.19
S -22.07665 10.45947 11.68654  1.00
O -21.22929 9.37289 12.17933  -0.66
O -23.53499 10.27782 11.71558  -0.68
O -21.65951 11.74348 12.16623  -0.49

As for the HOMO energy (alpha / beta): -0.0957 / -0.0957 Ha. As for the charge: -2. As for the spin multiplicity: 1. The calculation puts the HOMO-LUMO gap (alpha / beta) at 0.1488 / 0.1488 Eh.


DFT (ωB97M-V/def2-TZVPD) results for C58H44AsIN2O2PSSn as an isolated structure.

Each line ends with the Mulliken spin population.
CARTESIAN COORDINATES (ANGSTROEM)
Sn 0.93555 1.52762 1.19040  0.00
I 4.45290 1.31549 1.64284  0.00
C 0.86702 1.39127 3.44614  0.03
C 1.34594 0.83075 4.60331  0.00
C 0.73305 1.13793 5.84379  0.00
C -0.34081 1.98881 5.93792  0.00
C -0.86264 2.60841 4.77561  0.00
C -1.96295 3.49878 4.71715  0.00
C -2.36843 4.00700 3.50755  0.00
C -1.72050 3.67226 2.29212  -0.02
C -0.64314 2.82145 2.29524  0.07
C -0.22952 2.29702 3.55154  0.00
H 2.19991 0.16016 4.58250  0.00
H 1.12106 0.68552 6.75251  0.00
H -0.79146 2.19149 6.90598  0.00
H -2.49062 3.76744 5.62816  0.00
H -3.22119 4.67983 3.47726  0.00
H -2.10969 4.09701 1.37020  0.00
O 2.30557 1.22253 -2.13972  0.18
C 2.34515 0.35728 -1.32246  0.22
C 3.34948 -0.78134 -1.44156  0.34
C 4.32756 -0.66927 -2.42470  0.06
C 5.29081 -1.65019 -2.56583  0.01
C 5.27821 -2.74965 -1.71631  -0.01
C 4.30316 -2.86459 -0.74023  0.00
C 3.31791 -1.88589 -0.58858  0.04
P 2.01458 -1.98307 0.70647  0.03
C 0.79666 -3.11303 -0.11852  -0.02
C -0.40323 -3.51263 0.78984  0.00
C -2.01413 -4.35636 -0.46723  0.00
C -1.93968 -4.86607 -1.86832  0.00
C -0.92149 -4.54110 -2.66086  0.00
C 0.17527 -3.65773 -2.17389  0.00
C 2.85397 -3.09699 1.89955  0.00
C 3.97407 -2.55856 2.54479  0.00
C 4.64374 -3.28338 3.51582  0.00
C 4.20190 -4.55082 3.88042  0.00
C 3.08407 -5.08506 3.25967  0.00
C 2.41710 -4.36479 2.27363  0.00
H 4.32017 0.21134 -3.05373  0.01
H 6.06130 -1.55458 -3.32166  0.00
H 6.03640 -3.51862 -1.81102  0.00
H 4.31320 -3.71842 -0.07218  0.00
H -0.35713 -3.16107 1.81831  -0.01
H -3.03027 -4.43463 -0.07971  0.00
H -2.72943 -5.51273 -2.23813  0.00
H -0.88007 -4.92417 -3.67548  0.00
H 0.72168 -3.19660 -2.99740  0.00
H 4.30977 -1.55664 2.28748  0.00
H 5.50812 -2.84440 3.99918  0.00
H 4.72338 -5.11210 4.64684  0.00
H 2.72411 -6.07011 3.53461  0.00
H 1.55794 -4.80919 1.79389  0.00
O -0.61720 -0.14306 1.07811  0.02
N -1.65533 -0.15069 1.91570  0.00
C -1.42032 -0.65164 3.15047  0.00
C -2.38117 -0.65233 4.11856  0.00
C -3.63020 -0.10406 3.79772  0.00
C -3.86604 0.35756 2.53431  0.00
C -2.88189 0.31290 1.50948  0.00
S -3.17866 0.77628 -0.08546  0.00
H -0.40755 -0.99808 3.28794  0.00
H -2.14462 -1.02933 5.10218  0.00
H -4.40701 -0.03489 4.54978  0.00
H -4.81849 0.78485 2.25715  0.00
N -0.18094 -1.22438 -1.70487  0.04
C -0.23585 -2.55849 -1.16888  0.00
C -1.40918 -2.94965 -0.23624  0.00
C -0.98060 -4.94538 0.58316  0.00
C -0.02582 -5.98222 0.10119  0.00
C 0.99259 -5.64803 -0.68523  0.00
C 1.20427 -4.23889 -1.12551  0.00
H -0.36117 -0.57716 -0.93479  -0.02
H -0.99582 -1.10846 -2.30594  0.00
H -2.09360 -2.13305 -0.02544  0.00
H -1.51113 -5.28804 1.47278  0.00
H -0.16583 -7.01531 0.40316  0.00
H 1.69023 -6.40799 -1.02287  0.00
H 2.21908 -4.10132 -1.49723  0.00
C 1.34933 3.08273 -6.27546  0.00
C 1.03566 4.19377 -5.50560  0.00
C 0.42495 4.03604 -4.26772  0.00
C 0.12918 2.76607 -3.78727  0.00
C 0.46710 1.65389 -4.55400  0.00
C 1.06359 1.81137 -5.79701  0.00
As -0.74138 2.37627 -2.07523  0.00
C -2.56125 2.67581 -2.71997  0.00
C -3.33859 1.79749 -3.45527  0.00
C -4.64245 2.14054 -3.78663  0.00
C -5.16910 3.35782 -3.37070  0.00
C -4.39730 4.23750 -2.62656  0.00
C -3.08777 3.90187 -2.29976  0.00
C -2.15259 4.72820 -1.51007  0.00
C -2.43217 5.96598 -0.94038  0.00
C -1.45680 6.62053 -0.20184  0.00
C -0.20422 6.04718 -0.01915  0.01
C 0.08082 4.80762 -0.57627  0.02
C -0.88669 4.15763 -1.32641  -0.01
H 1.82931 3.20676 -7.23912  0.00
H 1.26948 5.18870 -5.86697  0.00
H 0.18016 4.90832 -3.67211  0.00
H 0.29724 0.65914 -4.15443  0.00
H 1.32696 0.93758 -6.38145  0.00
H -2.93658 0.83625 -3.75671  0.00
H -5.25693 1.45137 -4.35357  0.00
H -6.19210 3.61611 -3.61858  0.00
H -4.82223 5.17803 -2.29558  0.00
H -3.41129 6.41609 -1.05719  0.00
H -1.68136 7.57869 0.25184  0.00
H 0.54094 6.55082 0.58326  0.00
H 1.04402 4.33907 -0.40643  -0.01

As for the HOMO energy (alpha / beta): -0.0405 / -0.0490 Ha. As for the charge: -2. As for the spin multiplicity: 2. The calculation puts the HOMO-LUMO gap (alpha / beta) at 0.1923 / 0.2008 Eh. As for the expectation value of S²: 0.759.